(1)
Below is C13H13NO in the gas phase at a distorted geometry, with properties calculated with ωB97M-V/def2-TZVPD.

```
! wB97M-V def2-TZVPD RIJCOSX def2/J DEFGRID3
* xyz 0 3
C -1.9544 -0.6736 2.8429
C -2.4907 -0.7419 1.5898
C -0.5925 -0.2728 2.9639
C -1.7376 -0.5112 0.4562
C 0.1458 0.0627 1.8204
C -0.4614 -0.0565 0.5762
C 2.1373 1.2286 0.7307
C 1.3989 1.1108 -0.5064
C -0.0975 0.4456 -3.0651
C 2.6036 -0.1890 1.2952
C 1.4907 0.5329 1.9414
C 0.3628 0.2411 -0.5738
C -0.8248 -0.4457 -4.0470
N -0.2197 -0.1595 -1.8108
O 0.5239 1.4490 -3.3634
H -2.6612 -0.8001 3.6791
H -3.5698 -0.8436 1.4882
H -0.3146 -0.0043 4.0227
H -2.2035 -0.3703 -0.5145
H 2.8487 1.9724 1.0827
H 1.9802 1.4980 -1.3774
H 2.1811 -0.9971 0.6814
H 3.6301 -0.2559 1.7106
H 1.7260 0.9217 2.9151
H -0.2065 -1.1976 -4.4455
H -1.6285 -0.8121 -3.3677
H -1.3106 -0.0648 -4.9545
H -0.7557 -1.0668 -1.7704
*
```

**DFT total energy**: -633.0023 a.u.
**Strongest force on any atom**: 7.90 eV/Å
**Gap between HOMO and LUMO (spin up / spin down)**: 5.7 / 7.0 eV
**HOMO energy (spin up / spin down)**: -4.934 / -8.873 eV

---

(2)
Below is C21H41BrCl2GeN2ORuSSeSi as an isolated structure, with properties calculated with ωB97M-V/def2-TZVPD.

```
! wB97M-V def2-TZVPD RIJCOSX def2/J DEFGRID3
* xyz 1 2
Ru 1.0331 0.1935 0.2893
O 7.0192 0.9903 1.4956
C 5.7013 0.8546 1.3746
C 4.7984 1.1057 2.4131
C 3.4514 0.9471 2.1852
N 2.9860 0.5548 0.9899
C 3.8662 0.2975 0.0278
Br 2.9225 -0.3323 -1.4852
C 5.2204 0.4237 0.1314
H 7.2704 1.2880 2.3790
H 5.1455 1.4297 3.3853
H 2.7061 1.1429 2.9444
H 5.8921 0.2012 -0.6844
S -1.1280 1.9863 4.0584
C -0.3452 1.2608 2.8743
N 0.2453 0.7091 2.0143
Cl -1.7347 -2.9156 -4.0630
C -0.2469 -3.7090 -3.5640
Cl 0.9430 -2.5436 -2.9276
H 0.1987 -4.2022 -4.4187
H -0.4715 -4.4103 -2.7694
C -3.9533 -2.6141 0.7178
Ge -2.5888 -3.4006 1.8696
C -3.2097 -3.6533 3.6989
C -1.9161 -5.0658 1.0924
C -1.1055 -2.0841 1.9394
Se -0.1608 -2.0002 0.2351
C 1.3500 -3.1249 0.7095
H -4.6829 -3.3671 0.4200
H -3.5057 -2.2015 -0.1890
H -4.4789 -1.8114 1.2356
H -4.0672 -4.3259 3.7220
H -3.5111 -2.7008 4.1346
H -2.4227 -4.0855 4.3170
H -2.7520 -5.7020 0.8010
H -1.3058 -5.6206 1.8058
H -1.3232 -4.8718 0.1962
H -0.3718 -2.2825 2.7201
H -1.5053 -1.0881 2.1138
H 0.9593 -4.0941 1.0120
H 1.9089 -2.6682 1.5229
H 1.9682 -3.2299 -0.1782
C 0.5296 1.3454 -3.1140
Si 0.0034 1.6642 -1.3417
C 0.6433 3.3928 -0.8284
C 0.0596 3.9066 0.4889
C 2.1760 3.3887 -0.7344
C 0.2745 4.3835 -1.9525
C -1.8830 1.3479 -1.2302
C -2.2313 0.0512 -1.9740
C -2.4361 1.2676 0.1946
C -2.5999 2.4952 -1.9671
H -0.0106 2.0526 -3.7507
H 0.2700 0.3408 -3.4494
H 1.5919 1.5162 -3.2851
H 0.2550 3.2367 1.3256
H -1.0191 4.0569 0.4244
H 0.5081 4.8759 0.7291
H 2.5336 2.7961 0.1079
H 2.5292 4.4121 -0.5743
H 2.6482 3.0197 -1.6493
H -0.7989 4.4730 -2.1068
H 0.7378 4.1170 -2.9040
H 0.6468 5.3751 -1.6764
H -1.7474 -0.8295 -1.5537
H -1.9647 0.0991 -3.0306
H -3.3129 -0.1114 -1.9194
H -2.0336 0.4116 0.7382
H -3.5230 1.1435 0.1486
H -2.2274 2.1585 0.7870
H -2.2535 2.6180 -2.9953
H -2.4952 3.4475 -1.4466
H -3.6697 2.2673 -2.0073
*
```

**DFT total energy**: -9764.6419 a.u.
**Strongest force on any atom**: 0.68 eV/Å
**Gap between HOMO and LUMO (spin up / spin down)**: 6.9 / 6.8 eV
**HOMO energy (spin up / spin down)**: -10.565 / -10.551 eV